Here is 29 unconnected molecules or ions with the total composition C21H102N28O29 at a distorted geometry from OMol25. Energies are from ωB97M-V with the def2-TZVPD basis set.

Last column: Löwdin charge in e.
Atoms and positions in Å:
O (-3.214, 3.514, 6.141)  -0.06
O (4.639, -1.432, -1.112)  -0.04
O (-6.556, 2.664, 2.771)  -0.06
O (2.211, -2.333, -1.921)  -0.22
O (3.447, 6.440, -1.369)  0.01
O (2.503, 2.727, -3.045)  -0.01
O (-1.141, 0.799, 2.598)  0.01
O (-4.813, 1.575, 5.001)  -0.04
O (-0.727, 4.379, -0.728)  -0.01
O (5.042, 0.107, 2.750)  -0.06
O (3.252, 3.696, 1.788)  0.07
O (-3.554, -3.472, 0.289)  -0.01
O (-1.624, 0.327, 5.186)  -0.06
O (0.902, -3.281, 3.173)  0.02
O (5.205, -3.035, 1.095)  0.01
O (-5.809, 3.860, -5.095)  0.04
O (-1.163, -2.267, -6.062)  -0.18
O (-6.265, 1.268, -0.859)  -0.05
O (4.580, 2.481, 5.003)  -0.03
O (-2.067, 1.320, -3.816)  -0.01
O (1.269, -2.703, 5.802)  -0.06
O (-5.719, 0.332, 1.884)  0.03
O (-3.905, 0.323, -2.070)  -0.06
O (5.222, 1.017, -0.201)  -0.07
O (3.357, -0.854, 5.519)  -0.02
O (2.816, 0.858, 3.750)  -0.05
O (-1.173, 5.008, 3.943)  0.00
O (-3.587, -4.100, 6.126)  -0.01
O (2.398, 1.314, -0.691)  -0.05
N (0.793, 1.000, 1.466)  0.21
N (-0.175, 2.284, -3.203)  0.21
N (-4.830, -4.291, -1.328)  0.18
N (3.635, -5.546, -3.393)  0.06
N (3.637, -4.477, 1.714)  0.18
N (-2.760, -4.415, -1.621)  0.19
N (0.494, 3.543, 4.388)  0.18
N (-3.900, -0.533, 0.750)  0.19
N (3.454, -2.421, 2.289)  0.21
N (-0.027, 0.385, -4.103)  0.22
N (-2.254, -2.431, 6.737)  0.17
N (4.052, 3.848, -4.264)  0.20
N (1.856, 5.275, -0.320)  0.18
N (-2.869, 5.141, -1.025)  0.19
N (-0.977, 0.590, 0.334)  0.19
N (-0.374, -5.338, -7.967)  0.03
N (5.322, 3.463, 2.396)  0.20
N (0.519, 4.483, 2.535)  0.17
N (-2.467, 3.380, 0.158)  0.20
N (-0.832, -4.216, 2.185)  0.20
N (-4.713, 2.850, -3.477)  0.15
N (-1.031, -2.215, 2.759)  0.21
N (-6.363, 3.974, -2.855)  0.16
N (-2.904, -3.792, 8.280)  0.15
N (4.585, 1.960, -3.164)  0.19
N (-4.279, -0.960, 2.778)  0.20
N (4.873, 4.087, 0.449)  0.20
N (1.549, 5.629, -2.319)  0.16
C (-2.969, -3.492, 7.006)  -0.76
C (3.619, 2.843, -3.511)  -0.66
C (-4.697, -0.316, 1.761)  -0.74
C (2.785, -3.593, -4.473)  -0.06
C (2.388, 5.825, -1.341)  -0.80
C (-1.018, -3.601, -6.344)  -0.24
C (-0.511, 0.819, 1.558)  -0.73
C (-0.119, 4.394, 3.664)  -0.77
C (-0.195, -3.241, 2.691)  -0.73
C (3.360, -4.129, -3.188)  -0.45
C (-1.947, 4.318, -0.613)  -0.72
C (-1.973, -2.074, -4.846)  -0.07
C (2.577, -3.725, -1.965)  -0.19
C (-5.663, 3.635, -3.914)  -0.77
C (1.340, -1.999, -0.825)  -0.05
C (-0.840, 1.275, -3.657)  -0.74
C (4.395, 3.683, 1.567)  -0.88
C (-3.687, -4.087, -0.794)  -0.76
C (0.113, -3.016, -8.576)  -0.06
C (4.167, -3.286, 1.695)  -0.79
C (-0.015, -4.027, -7.501)  -0.44
H (3.792, -1.495, 2.068)  0.10
H (-4.167, 2.360, -4.171)  0.09
H (-1.829, 2.817, 0.703)  0.09
H (-5.754, 1.412, 4.929)  0.05
H (0.449, -3.511, -9.487)  0.08
H (-4.043, -0.515, -2.511)  0.07
H (0.844, 4.910, -2.241)  0.08
H (-6.023, 0.805, -0.057)  -0.02
H (5.555, 2.201, -3.309)  0.11
H (-1.799, -4.148, 1.901)  0.10
H (-3.484, 2.649, 5.834)  -0.03
H (4.139, 4.310, -0.208)  0.09
H (2.743, -2.510, -4.588)  0.08
H (-5.561, 1.065, -1.475)  -0.03
H (0.664, -2.836, -0.651)  0.08
H (3.128, 1.516, -0.105)  0.02
H (0.175, 3.380, 5.332)  0.13
H (4.903, -2.119, -0.500)  0.01
H (-2.941, -4.933, -2.469)  0.12
H (4.163, -5.790, -2.567)  0.07
H (1.928, -1.791, 0.069)  0.08
H (-3.741, 5.235, -0.525)  0.13
H (4.305, -3.595, -3.083)  0.14
H (2.830, 0.374, 4.577)  -0.01
H (1.877, 5.835, -3.251)  0.10
H (5.081, 3.318, 3.366)  0.08
H (-3.467, 3.301, 0.280)  0.11
H (1.472, 3.393, 4.183)  0.10
H (-2.780, -2.806, -4.802)  0.08
H (4.194, 0.459, 3.019)  -0.04
H (0.952, 4.828, -0.376)  0.05
H (3.272, 1.677, 3.944)  0.01
H (-2.571, -3.073, 8.907)  0.11
H (-2.260, -2.038, 5.806)  0.09
H (4.075, -5.211, 1.176)  0.12
H (1.131, 1.001, 2.418)  0.08
H (-0.305, -5.984, -7.194)  0.07
H (-4.918, -1.218, 3.517)  0.14
H (-2.328, -1.070, -4.612)  0.07
H (2.800, -4.682, 2.241)  0.10
H (-0.480, -0.317, -4.670)  0.09
H (-0.786, 2.914, -2.703)  0.10
H (-5.526, -4.156, -0.608)  0.14
H (-3.937, 4.092, 5.898)  0.03
H (1.188, 3.786, 2.240)  0.06
H (1.574, -4.151, -1.980)  0.11
H (-2.543, 0.534, 5.011)  0.00
H (-3.272, -0.945, 2.862)  0.09
H (-1.699, -1.967, 7.441)  0.11
H (-3.127, -4.733, 8.572)  0.12
H (0.779, -2.172, -8.396)  0.09
H (0.948, 0.549, -3.894)  0.12
H (-4.423, 2.587, -2.546)  0.07
H (3.345, 4.525, -4.513)  0.12
H (2.878, -6.214, -3.390)  0.07
H (-0.319, 0.532, -0.430)  0.09
H (2.839, -0.257, 6.059)  0.08
H (-1.825, -2.169, 2.136)  0.08
H (-1.305, -2.413, -4.055)  0.08
H (-1.193, 0.411, 4.335)  -0.03
H (-3.291, 0.793, -2.635)  -0.01
H (-0.735, -1.378, 3.239)  0.09
H (-0.390, -5.125, 2.182)  0.13
H (0.826, 2.277, -3.072)  0.05
H (1.709, -3.768, -4.457)  0.06
H (-2.437, 5.881, -1.560)  0.13
H (-1.997, -4.076, -6.388)  0.12
H (4.562, 3.144, 5.693)  0.08
H (-6.012, 1.876, 2.755)  -0.04
H (1.962, -2.047, 5.733)  -0.03
H (3.309, -4.009, -5.333)  0.08
H (1.109, -2.980, 4.900)  -0.03
H (-1.872, 0.126, 0.271)  0.07
H (-1.875, -3.986, -1.390)  0.12
H (-7.264, 4.412, -2.986)  0.12
H (-6.146, 3.405, -2.049)  0.08
H (-7.148, 2.532, 3.511)  0.03
H (4.301, 1.169, -2.603)  0.09
H (-0.624, -4.041, -5.427)  0.10
H (5.214, 0.989, 0.756)  0.00
H (2.329, 5.367, 0.568)  0.10
H (3.774, -1.703, -1.419)  0.00
H (6.231, 3.536, 1.960)  0.13
H (2.973, -4.198, -1.066)  0.12
H (3.947, -1.286, 6.137)  0.10
H (0.167, 5.090, 1.808)  0.10
H (1.368, 0.833, 0.653)  0.05
H (-0.845, -2.611, -8.900)  0.09
H (5.043, 3.864, -4.460)  0.12
H (0.936, -4.148, -6.982)  0.11
H (-4.647, 2.293, 4.390)  0.04
H (2.664, 1.674, -1.537)  -0.01
H (0.870, -1.057, -1.108)  0.07
H (0.408, -5.594, -8.553)  0.07
H (-5.018, -4.530, -2.292)  0.13
H (2.573, -2.663, 2.718)  0.07
H (5.209, 0.098, -0.468)  -0.02
H (-3.605, -1.498, 0.777)  0.07
H (-4.003, -0.097, -0.156)  0.07
H (5.153, 1.794, 5.345)  0.07
H (5.830, 4.340, 0.248)  0.13
H (5.178, -0.652, 3.317)  0.04

Atoms 1-2, force components in eV/Å:
O 0.406 0.192 0.280
O 0.551 0.337 -0.448

- net charge = 0
- max |F| (eV/Å) = 7.4
- HOMO (eV) = -8.64
- HOMO-LUMO gap (eV) = 7.96

---

Here is C21H12N4O4 in the gas phase at a distorted geometry from OMol25. Energies are from ωB97M-V with the def2-TZVPD basis set.

Last column: Löwdin charge in e.
Atoms and positions in Å:
O (-2.118, -4.401, -2.287)  0.12
O (2.584, -0.250, -2.998)  0.09
O (0.839, -3.241, 0.185)  0.04
O (-1.065, -5.192, -0.518)  0.08
N (-1.515, -4.253, -1.258)  -0.32
N (-2.629, -1.011, -0.270)  0.17
N (0.937, -0.470, -1.595)  0.15
N (-0.523, -1.356, 0.694)  0.22
C (-0.534, 1.390, 1.619)  0.05
C (-2.963, 1.505, 1.211)  -0.02
C (-0.498, 5.544, 2.332)  -0.08
C (2.808, -1.430, -2.388)  -0.20
C (1.730, -2.955, -0.867)  -0.13
C (-2.514, -2.165, -0.849)  -0.03
C (3.811, -2.444, -2.716)  0.01
C (-2.938, 2.838, 1.569)  -0.02
C (-1.633, -0.658, 0.565)  -0.24
C (3.860, -3.585, -1.995)  -0.09
C (-1.703, 4.886, 2.108)  -0.03
C (-0.419, -2.550, 0.092)  -0.18
C (2.833, -3.846, -1.057)  0.01
C (-1.426, -2.998, -0.708)  -0.11
C (0.608, 3.382, 2.131)  -0.04
C (1.475, 0.265, -2.519)  -0.18
C (-1.700, 3.513, 1.847)  -0.18
C (-0.536, 2.770, 1.930)  -0.23
C (-1.707, 0.760, 1.168)  -0.09
C (1.782, -1.674, -1.536)  -0.10
C (0.701, 4.813, 2.330)  -0.04
H (-3.370, -2.500, -1.347)  0.12
H (1.553, 2.882, 2.182)  0.11
H (4.591, -2.168, -3.402)  0.11
H (-3.898, 1.017, 0.968)  0.10
H (0.421, 0.876, 1.627)  0.12
H (4.493, -4.413, -2.086)  0.09
H (1.020, 1.269, -2.781)  0.17
H (2.915, -4.726, -0.369)  0.14
H (-3.815, 3.441, 1.382)  0.11
H (-2.689, 5.439, 2.157)  0.13
H (1.661, 5.188, 2.666)  0.10
H (-0.430, 6.507, 2.781)  0.09

Atoms 1-2, force components in eV/Å:
O -0.033 -0.215 -0.698
O 2.159 0.968 -2.179

- net charge = 0
- max |F| (eV/Å) = 7.1
- HOMO (eV) = -8.28
- HOMO-LUMO gap (eV) = 7.29